# C5H10N

A cluster of 2 separate species, C5H10N in total (the ωB97M-V functional and the def2-TZVPD basis, OMol25).

CARTESIAN COORDINATES (ANGSTROEM)
1 N 1.1868 -0.2878 -0.6234
2 C -3.0774 0.4159 0.1813
3 C 1.2818 1.0450 1.3439
4 C -1.8374 0.1760 -0.0067
5 C 0.8144 -1.3317 -1.5487
6 C 0.7458 -0.1447 0.5943
7 H 1.1261 0.7331 2.3240
8 H 1.6290 0.5705 -0.9670
9 H 0.0307 -0.8949 0.8351
10 H -3.1215 0.1631 1.2762
11 H 0.6721 2.0194 1.1782
12 H 1.7289 -2.0131 -1.8193
13 H 2.3602 1.3911 1.1342
14 H -0.1200 -1.9832 -1.2698
15 H 0.5102 -0.8499 -2.5149
16 H -3.9298 0.9912 -0.1174

## Properties
orbital gap	10.448	eV
total energy	-250.83351	hartree
net charge	+1
molecular weight	84.14	g mol⁻¹
lowest unoccupied orbital energy	-4.44	eV
HOMO energy	-14.89	eV
energy relative to the best compared isomer or geometry (same formula, charge and spin)	4.675	eV
F_max	0.0714	hartree/bohr
spin multiplicity	1

# C5H10N

The ion C5H10N with charge +1 (the ωB97M-V functional and the def2-TZVPD basis, OMol25).

CARTESIAN COORDINATES (ANGSTROEM)
1 N 0.7150 -0.0256 0.3245
2 C -0.5261 1.5208 -0.2982
3 C -0.6460 0.0601 -0.4670
4 C 1.8389 -0.7137 -0.2138
5 C 0.6773 1.4924 0.3068
6 C -1.8341 -0.6900 0.2379
7 H 1.6351 -1.7482 -0.2258
8 H 1.9852 -0.4361 -1.2337
9 H -2.0370 -0.1208 1.0678
10 H -1.6661 -1.6765 0.5745
11 H -2.7826 -0.7291 -0.2907
12 H 1.2332 2.0376 1.0628
13 H 2.6400 -0.4007 0.4311
14 H -0.6327 -0.1278 -1.6351
15 H -1.2210 2.0821 -0.8603
16 H 0.6210 -0.5243 1.2192

## Properties
orbital gap	11.463	eV
total energy	-250.91676	hartree
net charge	+1
molecular weight	84.14	g mol⁻¹
lowest unoccupied orbital energy	-3.72	eV
HOMO energy	-15.19	eV
SMILES	C[C@H]1C=C[N@@H+]1C
energy relative to the best compared isomer or geometry (same formula, charge and spin)	2.409	eV
F_max	0.0532	hartree/bohr
spin multiplicity	1

# C5H10N

A cluster of 2 separate species, C5H10N in total (the ωB97M-V functional and the def2-TZVPD basis, OMol25).

CARTESIAN COORDINATES (ANGSTROEM)
1 N -0.5179 -0.6803 0.3037
2 C 0.5653 -1.0745 -0.6499
3 C 0.7707 1.6769 0.2095
4 C 0.7478 0.1775 0.1039
5 C -1.8911 -0.4123 -0.0250
6 C 1.7054 -1.0179 0.3200
7 H -2.1923 -0.6217 -1.0729
8 H -0.5825 -1.3214 1.1693
9 H 1.7968 2.0169 0.6155
10 H -2.7091 -0.8432 0.6188
11 H -0.0014 1.9444 0.9251
12 H 2.5989 -1.0137 -0.3075
13 H 0.2382 -1.6428 -2.2196
14 H 0.7123 2.1292 -0.7124
15 H -1.8404 0.6821 0.0457
16 H 1.7638 -1.5379 1.2996

## Properties
orbital gap	10.759	eV
total energy	-250.80028	hartree
net charge	+1
molecular weight	84.14	g mol⁻¹
lowest unoccupied orbital energy	-4.31	eV
HOMO energy	-15.07	eV
energy relative to the best compared isomer or geometry (same formula, charge and spin)	5.579	eV
F_max	0.0982	hartree/bohr
spin multiplicity	1

> energy relative to the best compared isomer or geometry (same formula, charge and spin) of number 2 (C5H10N)?

2.409 eV

> The highest HOMO energy belongs to which entry?

number 1

Repeat the third record exactly.
# C5H10N

A cluster of 2 separate species, C5H10N in total (the ωB97M-V functional and the def2-TZVPD basis, OMol25).

CARTESIAN COORDINATES (ANGSTROEM)
1 N -0.5179 -0.6803 0.3037
2 C 0.5653 -1.0745 -0.6499
3 C 0.7707 1.6769 0.2095
4 C 0.7478 0.1775 0.1039
5 C -1.8911 -0.4123 -0.0250
6 C 1.7054 -1.0179 0.3200
7 H -2.1923 -0.6217 -1.0729
8 H -0.5825 -1.3214 1.1693
9 H 1.7968 2.0169 0.6155
10 H -2.7091 -0.8432 0.6188
11 H -0.0014 1.9444 0.9251
12 H 2.5989 -1.0137 -0.3075
13 H 0.2382 -1.6428 -2.2196
14 H 0.7123 2.1292 -0.7124
15 H -1.8404 0.6821 0.0457
16 H 1.7638 -1.5379 1.2996

## Properties
orbital gap	10.759	eV
total energy	-250.80028	hartree
net charge	+1
molecular weight	84.14	g mol⁻¹
lowest unoccupied orbital energy	-4.31	eV
HOMO energy	-15.07	eV
energy relative to the best compared isomer or geometry (same formula, charge and spin)	5.579	eV
F_max	0.0982	hartree/bohr
spin multiplicity	1

> Which formula does entry 3 have?

C5H10N